--- i ---
Computed, not measured: the molecule C18H22N2O5S, with ωB97M-V/def2-TZVPD.

Each line ends with the Mulliken charge.
Atoms and positions in Å:
C1 -2.8746 1.0978 1.1337  -0.56
C2 -2.0037 -2.4329 -0.5706  -0.10
H1 1.7942 -3.8411 -1.3171  0.42
H2 4.0075 1.8193 1.2421  0.43
C3 3.3118 0.7257 -1.2045  -1.87
H3 -1.3101 2.2764 2.0203  0.48
H4 3.4956 0.0990 -2.0797  0.43
H5 1.6486 1.8258 -2.0590  0.46
C4 3.0276 -1.3433 0.3694  0.14
H6 1.9839 -3.6067 0.4511  0.36
H7 -3.1550 0.4704 -2.1750  0.47
H8 1.6858 2.0974 2.0141  0.52
C5 -5.2545 -0.4432 1.0048  -0.85
C6 1.8608 1.2108 -1.1831  0.01
H9 1.2483 0.5029 1.3382  0.16
C7 -2.7351 0.8648 -1.2638  -0.53
S1 0.3994 3.1231 -0.1024  1.30
C8 0.1756 -2.8359 -0.3614  0.75
H10 -2.0897 -1.7062 1.5327  0.55
O1 3.1027 -1.8647 1.4616  -0.67
O2 -0.2664 -2.3366 0.8116  -0.28
C9 -1.5794 -2.1020 0.6779  -0.57
H11 -5.6040 0.4734 1.4888  0.38
C10 1.9073 1.3791 1.2249  -0.32
C11 1.6303 -3.1577 -0.4815  -1.22
C12 3.6846 0.0128 0.0980  0.72
H12 -0.8090 -3.2626 -2.2614  0.46
O3 0.4451 3.9115 1.0923  -0.73
C13 -1.7192 1.8612 1.1129  -0.55
H13 -2.9976 -2.3513 -0.9588  0.54
C14 3.3682 0.9375 1.2833  -1.36
C15 -3.3914 0.5929 -0.0582  0.47
H14 -6.1130 -1.0235 0.6711  0.26
H15 4.7632 -0.1874 0.0956  0.37
H16 -1.0900 1.8790 -2.1968  0.50
O4 0.4896 3.7752 -1.3761  -0.74
N1 1.6664 2.0499 -0.0295  -0.01
C16 -1.0882 2.1273 -0.0838  -0.32
H17 -4.6743 -1.0368 1.7176  0.29
H18 -3.3643 0.9110 2.0760  0.46
C17 -1.5907 1.6315 -1.2746  -0.13
C18 -0.8560 -2.9059 -1.2528  -1.00
O5 -4.5117 -0.1618 -0.1596  -0.44
H19 1.1560 0.3617 -1.1640  0.12
N2 2.4196 -1.9547 -0.6754  -0.10
H20 2.3034 -1.4721 -1.5500  0.31
H21 3.5512 0.4029 2.2153  0.48
H22 3.9512 1.6060 -1.2941  0.52

* gap between HOMO and LUMO: 9.3 eV
* SMILES: COc1ccc(S(=O)(=O)N2CCC(C(=O)NCc3ccco3)CC2)cc1
* net charge: 0
* molar mass: 378.45 g/mol

--- ii ---
Computed, not measured: the molecule C18H22N2O5S, with ωB97M-V/def2-TZVPD.

Each line ends with the Mulliken charge.
Atoms and positions in Å:
C1 -1.0580 -1.5760 0.1822  -1.07
C2 4.7303 -0.4110 -1.7795  -0.67
H1 2.8607 3.8186 0.3610  0.40
H2 -8.1980 0.4134 -1.0038  0.24
C3 4.2540 0.8613 -2.0091  -0.92
C4 -2.4517 -1.0200 0.0289  0.45
H3 1.5726 4.4141 1.4389  0.38
H4 -1.0372 -2.3320 0.9760  0.46
C5 -3.4062 -1.7589 -0.6543  -1.09
O1 -6.3067 0.4893 -0.3638  -0.44
C6 0.6379 -0.6524 1.6772  0.75
H5 0.8476 1.2787 2.5470  0.50
H6 4.8112 -4.1327 0.4382  0.24
C7 1.4797 0.5971 1.9736  -1.02
C8 -2.8211 0.2091 0.5646  -0.02
C9 2.8352 0.7257 -0.0771  0.86
H7 -2.1036 0.8139 1.0983  0.41
C10 -4.1087 0.6792 0.4132  -0.90
N1 -0.0882 -0.5724 0.5515  0.31
H8 5.4608 -0.8682 -2.4263  0.46
N2 1.9096 1.3139 0.7979  0.01
H9 2.9402 2.4223 -1.3904  0.29
H10 4.5409 -2.7319 1.5028  0.31
S1 0.8586 2.5034 0.2462  1.23
H11 2.9260 -1.1343 0.9864  0.36
C11 -4.7026 -1.2989 -0.8072  -0.35
C12 -7.3093 -0.2141 -1.0543  -0.85
O2 0.5478 2.2914 -1.1356  -0.63
H12 -0.0778 0.2708 -0.0031  -0.04
H13 -3.1362 -2.7166 -1.0763  0.37
H14 3.2124 -3.3493 0.4835  0.31
C13 3.3051 -0.5666 0.1559  0.06
C14 -5.0658 -0.0679 -0.2730  0.88
H15 4.6163 1.4215 -2.8574  0.38
H16 -7.0398 -0.3737 -2.1036  0.34
O3 -0.2413 2.5537 1.1640  -0.69
C15 4.2921 -3.1807 0.5363  -0.75
H17 1.4849 4.7335 -0.3106  0.40
C16 3.3173 1.4403 -1.1682  -0.95
H18 -0.7497 -2.0544 -0.7557  0.42
O4 0.6512 -1.6170 2.4154  -0.70
H19 -7.5223 -1.1794 -0.5831  0.34
H20 2.3394 0.3202 2.5895  0.43
H21 -4.3989 1.6337 0.8221  0.43
O5 4.7504 -2.3889 -0.5360  -0.47
C17 4.2486 -1.1368 -0.6895  0.34
C18 1.8051 4.0354 0.4525  -1.19
H22 -5.4132 -1.9065 -1.3452  0.38

* gap between HOMO and LUMO: 8.7 eV
* SMILES: COc1ccc(CNC(=O)CN(c2cccc(OC)c2)S(C)(=O)=O)cc1
* net charge: 0
* molar mass: 378.45 g/mol

Which one is most stable, and which one is least stable? i is the most stable of them, while ii is the least stable.

--- i ---
Computed, not measured: the molecule C18H22N2O5S, with ωB97M-V/def2-TZVPD.

Each line ends with the Mulliken charge.
Atoms and positions in Å:
C1 2.2801 -1.7784 0.7355  0.46
H1 0.3874 -2.3479 2.7851  0.30
H2 -2.8305 2.1454 1.3093  0.51
C2 3.1715 2.5561 -2.8272  -0.96
N1 -2.7368 0.2531 0.5390  -0.08
H3 -1.4370 -0.8687 -2.6481  0.48
C3 -2.0154 -0.9957 0.5773  -0.46
H4 1.8598 -3.1390 -2.2003  0.49
O1 -3.7285 -0.3171 -1.6831  -0.74
C4 -1.3856 -0.5408 2.9546  0.17
C5 0.0964 -0.3247 2.6374  0.19
C6 0.4909 2.3956 -1.9290  -0.58
C7 2.2111 -1.4706 2.1999  -1.06
C8 -2.1532 0.7812 2.8537  -1.27
H5 -1.6666 1.5398 3.4668  0.40
H6 -3.1721 0.6318 3.2121  0.47
O2 -3.7928 2.0186 -0.8907  -0.73
H7 -1.3185 3.0197 -0.9549  0.48
H8 3.3126 -0.8326 -2.1030  0.65
C9 -0.8108 2.2303 -1.4857  -0.74
N2 0.8425 -1.4568 2.6770  -0.10
H9 -3.0765 -1.6939 2.3012  0.48
C10 2.8372 -1.3963 -1.3256  -0.40
C11 -0.8768 0.0315 -2.4521  -0.07
H10 2.7782 -2.2031 2.7824  0.40
O3 0.5899 0.7598 2.4171  -0.68
C12 -2.0382 -1.5484 1.9993  -1.49
H11 4.1447 2.3578 -3.2737  0.26
H12 -2.5208 -1.6702 -0.1154  0.64
C13 -2.1861 1.2716 1.4075  -0.46
C14 0.4120 0.1926 -2.9112  -0.37
H13 -1.4446 -0.9199 3.9819  0.37
H14 1.0045 3.3188 -1.7150  0.45
C15 1.7415 -2.7936 -0.0015  -0.19
H15 2.7438 3.4552 -3.2805  0.37
H16 1.1646 -3.6200 0.3617  0.49
C16 2.1066 -2.5426 -1.3464  -0.76
O4 2.3883 1.4158 -3.1017  -0.43
O5 2.9401 -0.9252 -0.0727  -0.37
C17 -1.4826 1.0523 -1.7397  -0.40
H17 2.6252 -0.4727 2.3634  0.31
H18 -1.5400 -2.5191 2.0201  0.56
C18 1.1158 1.3707 -2.6364  0.57
H19 3.2900 2.7079 -1.7503  0.37
S1 -3.0905 0.7758 -1.0089  1.31
H20 0.9055 -0.5797 -3.4783  0.54
H21 -0.9701 -0.8640 0.2477  0.31
H22 -1.1660 1.5395 1.1010  0.33

* gap between HOMO and LUMO: 9.3 eV
* SMILES: COc1ccc(S(=O)(=O)N2CCC(C(=O)NCc3ccco3)CC2)cc1
* net charge: 0
* molar mass: 378.45 g/mol

--- ii ---
Computed, not measured: the molecule C18H22N2O5S, with ωB97M-V/def2-TZVPD.

Each line ends with the Mulliken charge.
Atoms and positions in Å:
H1 5.1414 -2.5091 0.5865  0.45
S1 -0.3465 3.1794 -0.7812  1.39
C1 -1.8216 3.4294 -1.7868  -0.98
C2 -3.4503 -0.2121 1.2476  -0.74
H2 4.1751 -2.0891 2.8258  0.38
H3 -1.6730 -3.5161 -0.3229  0.34
H4 -2.9051 1.6194 2.1796  0.37
H5 -2.3040 2.4739 -1.9427  0.35
C3 -2.7082 0.9406 1.3659  -0.51
C4 2.9717 -0.0547 -0.2070  0.00
H6 -2.4622 4.1118 -1.2451  0.35
C5 -1.7027 1.2320 0.4446  -0.15
H7 -0.6922 0.5406 -1.3104  0.62
C6 0.7315 1.5963 2.1953  0.97
C7 -1.4731 0.3410 -0.5946  -0.29
H8 -2.0088 -1.4778 -1.5438  0.36
H9 -4.6969 -3.8493 -0.7112  0.32
H10 1.2646 1.6224 0.2350  -0.28
H11 -2.7451 -4.5113 0.6601  0.30
C8 4.3801 -1.7599 0.7325  -0.67
O1 0.1628 4.4468 -0.3599  -0.75
O2 0.8342 1.1911 3.3321  -0.68
H12 -1.5066 3.8619 -2.7283  0.41
H13 2.4367 -0.3604 3.1263  0.53
C9 4.1588 -0.6048 -2.7066  -0.76
C10 -2.5873 -4.1044 -0.3354  -1.03
C11 -3.2221 -1.1114 0.2024  0.70
O3 4.5404 -1.3297 -1.5624  -0.44
C12 2.4303 0.1815 1.0567  -0.03
H14 -4.2261 -0.4440 1.9594  0.43
C13 2.8592 -0.5498 2.1549  -0.61
O4 0.5765 2.3271 -1.4925  -0.66
C14 -0.2865 2.6887 1.8268  -1.29
C15 3.9489 -1.0239 -0.3738  0.45
H15 4.3640 0.4643 -2.5933  0.31
H16 -3.6611 -2.8551 -1.7546  0.31
C16 3.8350 -1.5177 1.9755  -0.58
H17 -1.0032 2.7775 2.6466  0.28
H18 2.6108 0.5348 -1.0362  0.53
H19 3.0979 -0.7454 -2.9374  0.31
C17 -3.7840 -3.2480 -0.7376  -0.40
N1 1.4516 1.1803 1.1292  0.22
H20 0.2311 3.6439 1.7100  0.52
C18 -2.2250 -0.8157 -0.7206  -0.44
H21 4.7611 -1.0034 -3.5217  0.23
O5 -4.0350 -2.1987 0.1774  -0.48
N2 -0.9662 2.4315 0.5739  -0.02
H22 -2.4708 -4.9247 -1.0382  0.35

* gap between HOMO and LUMO: 8.5 eV
* SMILES: CCOc1ccc(N(CC(=O)Nc2cccc(OC)c2)S(C)(=O)=O)cc1
* net charge: 0
* molar mass: 378.45 g/mol

Which one is most stable, and which one is least stable? ii is the most stable of them, while i is the least stable.

--- i ---
Computed, not measured: a structure of composition C4H4N2O, with ωB97M-V/def2-TZVPD.

Each line ends with the Löwdin spin population.
Atoms and positions in Å:
H1 -2.0094 0.9571 -0.6573  0.00
C1 1.1290 0.8542 0.7466  0.65
H2 -0.7543 0.3701 -1.6123  0.00
C2 -0.6693 0.0870 0.3164  0.07
C3 0.5696 -0.6069 0.1674  0.51
O1 -0.1423 1.3125 0.8846  0.26
H3 1.9221 1.1233 1.4880  0.05
C4 1.1400 -1.6142 -0.4695  0.11
H4 -1.3025 -0.2176 1.0830  0.02
N1 1.5408 -2.4710 -1.1073  0.31
N2 -1.4236 0.2056 -0.8396  0.02

* gap between HOMO and LUMO (spin up / spin down): 8.3 / 8.7 eV
* net charge: 0
* molar mass: 96.09 g/mol
* 2S+1: 3

--- ii ---
Computed, not measured: the molecule C4H4N2O, with ωB97M-V/def2-TZVPD.

Each line ends with the Löwdin spin population.
Atoms and positions in Å:
H1 -1.8642 -0.4163 -0.3018  0.00
C1 2.1953 -0.3310 -0.0454  0.71
N1 0.7003 1.2501 -0.1533  0.09
H2 -1.8918 0.8019 1.1569  0.00
N2 2.0345 0.8929 0.2202  0.35
C2 1.2457 -1.2973 -0.2327  0.58
H3 1.2158 -2.1480 -1.0188  0.02
H4 -2.0517 1.3211 -0.4829  0.00
C3 -1.6252 0.4927 0.1360  0.01
C4 -0.1193 0.3796 0.2087  0.04
O1 0.1605 -0.9457 0.5130  0.20

* gap between HOMO and LUMO (spin up / spin down): 8.6 / 8.5 eV
* net charge: 0
* molar mass: 96.09 g/mol
* 2S+1: 3

Which one is most stable, and which one is least stable? i is the most stable of them, while ii is the least stable.